Record 1
# C48H76FN3O19S

7 unconnected molecules or ions with the total composition C48H76FN3O19S at a distorted geometry (ωB97M-V with the def2-TZVPD basis set, the Open Molecules 2025 dataset).

Values from the calculation:
ΔE to the lowest compared entry with this formula, charge and spin: 0.0 kcal per mole
spin multiplicity: 1
LUMO: 0.33 eV
structure (SMILES): C#Cc1cc(CCCCN)c2c(c1)N(CCC)c1c(ccc(CCC(N)=O)c1F)S2.CCOC(=O)OC.CCOC(=O)OC.CCOC(=O)OC.CCOC(=O)OC.CCOC(=O)OC.CCOC(=O)OC
HOMO level: -7.722 eV
charge: 0

Geometry (Å):
C -2.422 2.543 -4.976
C -1.868 1.964 -4.090
C -1.178 1.181 -3.111
C -1.748 0.865 -1.888
C -1.049 0.066 -0.997
C -1.719 -0.348 0.282
C -2.142 -1.834 0.264
C -3.417 -2.081 -0.547
C -3.169 -2.549 -1.985
N -2.328 -3.738 -2.088
C 0.255 -0.347 -1.320
C 0.848 -0.024 -2.539
C 0.097 0.728 -3.436
N 2.166 -0.362 -2.945
C 3.033 0.815 -3.220
C 3.189 1.102 -4.735
C 4.604 1.563 -5.133
C 2.822 -1.411 -2.256
C 2.495 -1.899 -1.000
C 3.206 -2.932 -0.402
C 4.300 -3.493 -1.041
C 4.666 -3.022 -2.298
C 5.845 -3.621 -3.016
C 5.425 -4.704 -4.049
C 6.005 -6.069 -3.766
N 6.083 -6.460 -2.396
O 6.377 -6.793 -4.653
C 3.918 -2.013 -2.878
F 4.288 -1.596 -4.106
S 1.142 -1.243 -0.075
H -2.996 2.818 -5.824
H -2.738 1.197 -1.627
H -1.107 -0.181 1.167
H -2.640 0.219 0.393
H -1.347 -2.461 -0.121
H -2.312 -2.143 1.294
H -4.047 -1.193 -0.542
H -4.015 -2.854 -0.062
H -2.737 -1.734 -2.561
H -4.134 -2.782 -2.432
H -2.279 -4.251 -1.220
H -1.393 -3.520 -2.395
H 0.486 1.006 -4.401
H 4.021 0.622 -2.821
H 2.583 1.691 -2.760
H 2.445 1.819 -5.070
H 2.969 0.165 -5.235
H 4.564 2.580 -5.512
H 4.976 0.962 -5.957
H 5.307 1.498 -4.310
H 2.915 -3.284 0.576
H 4.869 -4.284 -0.584
H 6.421 -2.844 -3.508
H 6.502 -4.058 -2.275
H 4.342 -4.805 -4.019
H 5.757 -4.425 -5.040
H 6.848 -7.109 -2.268
H 5.220 -6.908 -2.111
C -1.261 5.178 -2.361
C -2.754 4.987 -2.520
O -3.496 5.836 -1.617
C -3.596 7.104 -2.024
O -3.151 7.557 -3.046
O -4.287 7.795 -1.113
C -4.401 9.191 -1.410
H -0.968 5.032 -1.320
H -0.724 4.461 -2.982
H -0.961 6.183 -2.654
H -3.030 3.969 -2.258
H -3.077 5.162 -3.544
H -4.787 9.345 -2.415
H -3.434 9.679 -1.299
H -5.099 9.602 -0.687
C 9.088 -9.464 -4.517
C 10.478 -10.058 -4.476
O 11.244 -9.539 -3.377
C 10.976 -10.077 -2.190
O 10.194 -10.965 -1.970
O 11.752 -9.483 -1.281
C 11.548 -9.943 0.056
H 9.136 -8.375 -4.526
H 8.558 -9.795 -5.410
H 8.508 -9.763 -3.645
H 11.035 -9.781 -5.369
H 10.449 -11.146 -4.426
H 11.632 -11.026 0.114
H 10.572 -9.625 0.420
H 12.326 -9.486 0.661
C -6.918 -3.774 5.494
C -5.544 -4.154 4.986
O -5.070 -3.228 3.997
C -4.579 -2.085 4.476
O -4.471 -1.789 5.637
O -4.206 -1.332 3.441
C -3.705 -0.042 3.802
H -7.614 -3.664 4.661
H -7.297 -4.541 6.169
H -6.889 -2.826 6.031
H -5.580 -5.117 4.481
H -4.823 -4.229 5.799
H -2.910 -0.120 4.541
H -4.509 0.584 4.181
H -3.304 0.401 2.894
C -5.187 7.207 6.948
C -6.185 7.687 5.916
O -5.552 7.971 4.658
C -5.278 6.907 3.905
O -5.537 5.762 4.174
O -4.679 7.329 2.794
C -4.266 6.280 1.908
H -4.370 7.922 7.048
H -5.673 7.092 7.917
H -4.758 6.248 6.662
H -6.631 8.629 6.229
H -6.990 6.967 5.771
H -5.090 5.607 1.682
H -3.436 5.724 2.343
H -3.939 6.760 0.993
C -7.810 7.616 1.703
C -9.292 7.410 1.488
O -10.073 8.332 2.264
C -10.165 9.561 1.763
O -9.698 9.944 0.722
O -10.903 10.294 2.599
C -11.061 11.657 2.203
H -7.569 7.576 2.765
H -7.238 6.848 1.182
H -7.490 8.590 1.334
H -9.590 6.421 1.830
H -9.560 7.491 0.435
H -11.435 11.727 1.184
H -10.114 12.187 2.290
H -11.784 12.094 2.886
C 6.344 -4.690 5.604
C 5.363 -4.175 4.573
O 6.036 -3.617 3.434
C 6.499 -4.502 2.554
O 6.365 -5.698 2.609
O 7.099 -3.832 1.570
C 7.676 -4.663 0.561
H 7.049 -3.906 5.883
H 5.814 -5.019 6.498
H 6.917 -5.531 5.215
H 4.774 -3.358 4.985
H 4.674 -4.955 4.250
H 6.948 -5.373 0.174
H 8.543 -5.191 0.957
H 7.996 -4.005 -0.242

Here are the Mulliken charges for atoms 1 to 99, given in e: 0.127 -1.294 0.160 -0.781 0.029 -1.796 -0.197 -0.907 -0.405 -0.620 1.063 0.184 -0.897 0.557 -1.072 -0.314 -1.288 -0.898 1.386 -1.449 -0.192 -0.020 -0.769 -0.416 -0.014 -0.280 -0.549 0.622 -0.381 -0.363 0.523 0.635 0.518 0.386 0.474 0.228 0.369 0.377 0.057 0.346 0.277 0.283 0.720 0.669 0.488 0.444 0.337 0.386 0.270 0.335 0.448 0.499 0.542 -0.015 0.379 0.295 0.242 0.229 -1.067 -0.005 -0.345 0.649 -0.566 -0.235 -0.717 0.266 0.262 0.421 0.150 0.303 0.332 0.317 0.186 -1.041 -0.253 -0.349 0.792 -0.551 -0.341 -0.635 0.268 0.388 0.294 0.295 0.329 0.298 0.285 0.223 -1.103 -0.200 -0.338 0.751 -0.568 -0.248 -0.569 0.292 0.361 0.314 0.294

---

Record 2
# C48H77BN11O8Pb

A molecular structure, C48H77BN11O8Pb at a distorted geometry (ωB97M-V with the def2-TZVPD basis set, the Open Molecules 2025 dataset).

Values from the calculation:
ΔE to the lowest compared entry with this formula, charge and spin: 28.1 kcal per mole
spin multiplicity: 1
LUMO: -7.13 eV
HOMO level: -12.770 eV
charge: +1

Geometry (Å):
Pb 2.242 -18.639 -22.418
O 0.770 -19.704 -20.501
C -0.011 -19.922 -19.599
O -0.189 -19.167 -18.565
B -1.467 -19.578 -17.890
O -1.734 -20.905 -18.445
C -0.956 -21.151 -19.469
O -0.992 -22.034 -20.271
O -2.591 -18.647 -18.150
C -3.067 -18.184 -16.998
O -3.962 -17.411 -16.858
C -2.265 -18.870 -15.857
O -1.310 -19.578 -16.438
O -2.505 -18.775 -14.691
C 2.376 -18.288 -13.376
C 1.703 -17.842 -14.660
C 1.997 -18.702 -15.879
C 3.395 -19.012 -16.141
N 4.496 -19.266 -16.346
H 2.229 -17.556 -12.581
H 3.454 -18.423 -13.457
H 1.971 -19.229 -12.998
H 2.053 -16.824 -14.855
H 0.613 -17.759 -14.650
H 1.526 -18.335 -16.795
H 1.506 -19.678 -15.780
C -5.672 -20.408 -15.274
C -6.012 -21.553 -16.231
C -5.055 -21.550 -17.430
C -5.416 -22.474 -18.504
N -5.732 -23.166 -19.364
H -6.366 -20.326 -14.440
H -5.647 -19.476 -15.846
H -4.668 -20.438 -14.841
H -7.021 -21.410 -16.616
H -5.929 -22.527 -15.750
H -4.037 -21.804 -17.126
H -5.032 -20.560 -17.896
C -0.197 -18.657 -10.765
C -0.920 -19.089 -12.021
C -1.114 -20.607 -12.199
C 0.145 -21.318 -12.395
N 1.154 -21.843 -12.542
H 0.138 -17.621 -10.802
H 0.677 -19.292 -10.595
H -0.808 -18.805 -9.873
H -0.465 -18.754 -12.953
H -1.928 -18.667 -12.014
H -1.729 -20.716 -13.094
H -1.694 -21.058 -11.392
C 0.031 -24.435 -14.501
C -1.179 -23.579 -14.961
C -1.207 -23.170 -16.447
C 0.038 -22.541 -16.932
N 0.989 -22.012 -17.308
H 0.124 -25.187 -15.288
H -0.178 -24.852 -13.521
H 0.948 -23.849 -14.479
H -1.238 -22.641 -14.404
H -2.096 -24.145 -14.798
H -1.938 -22.377 -16.600
H -1.304 -24.069 -17.058
C -2.052 -26.474 -21.130
C -2.194 -25.729 -19.799
C -3.587 -25.881 -19.218
C -3.746 -25.256 -17.901
N -3.889 -24.775 -16.867
H -2.164 -27.557 -21.092
H -1.053 -26.274 -21.518
H -2.790 -26.094 -21.840
H -2.009 -24.658 -19.913
H -1.396 -26.093 -19.148
H -3.803 -26.939 -19.037
H -4.400 -25.517 -19.848
C -1.806 -13.581 -16.660
C -2.140 -14.768 -15.735
C -1.610 -14.492 -14.329
C -0.149 -14.403 -14.234
N 0.992 -14.303 -14.168
H -2.399 -13.506 -17.574
H -0.796 -13.662 -17.079
H -1.800 -12.618 -16.151
H -1.741 -15.675 -16.194
H -3.220 -14.909 -15.696
H -1.874 -15.309 -13.652
H -2.052 -13.586 -13.915
C -3.918 -18.413 -22.675
C -3.301 -19.410 -21.731
C -4.097 -20.705 -21.484
C -4.259 -21.500 -22.676
N -4.391 -22.104 -23.644
H -3.891 -18.704 -23.727
H -3.383 -17.463 -22.602
H -4.964 -18.190 -22.463
H -3.157 -18.894 -20.777
H -2.302 -19.727 -22.049
H -5.067 -20.534 -21.011
H -3.587 -21.262 -20.693
C -1.649 -15.145 -20.868
C -1.483 -16.149 -19.718
C -0.098 -15.977 -19.068
C 1.045 -16.462 -19.846
N 1.943 -16.856 -20.449
H -0.723 -15.196 -21.452
H -1.780 -14.105 -20.572
H -2.441 -15.389 -21.576
H -1.507 -17.143 -20.166
H -2.236 -16.042 -18.941
H -0.113 -16.566 -18.146
H 0.120 -14.960 -18.735
C 2.978 -23.361 -21.518
C 2.107 -23.308 -20.282
C 2.049 -24.583 -19.461
C 1.652 -25.782 -20.203
N 1.367 -26.735 -20.776
H 2.889 -22.489 -22.167
H 2.827 -24.292 -22.070
H 4.051 -23.389 -21.302
H 1.081 -23.063 -20.566
H 2.434 -22.490 -19.637
H 1.444 -24.552 -18.555
H 3.051 -24.794 -19.071
C -0.810 -25.352 -24.135
C 0.020 -24.193 -23.613
C -0.613 -22.835 -24.015
C 0.164 -21.705 -23.509
N 0.743 -20.809 -23.085
H -1.850 -25.329 -23.807
H -0.429 -26.314 -23.783
H -0.741 -25.461 -25.218
H 1.006 -24.238 -24.079
H 0.145 -24.226 -22.530
H -1.675 -22.756 -23.770
H -0.618 -22.792 -25.108
C -6.515 -18.026 -12.299
C -4.982 -17.923 -12.411
C -4.535 -16.838 -13.400
C -5.033 -15.481 -13.112
N -5.426 -14.426 -12.887
H -6.893 -17.253 -11.630
H -6.808 -18.968 -11.833
H -6.965 -17.971 -13.290
H -4.524 -18.871 -12.693
H -4.586 -17.702 -11.417
H -4.885 -17.120 -14.393
H -3.447 -16.793 -13.383

Here are the Mulliken charges for atoms 1 to 99, given in e: 1.593 0.179 0.190 -0.703 0.289 -0.160 0.013 -0.449 -0.648 0.261 -0.572 0.356 -0.363 -0.123 -1.305 0.358 1.702 0.010 -0.587 0.332 0.486 0.163 0.426 -0.333 -0.641 -0.566 -0.510 -0.788 2.034 -0.390 -0.634 0.436 0.154 -0.091 0.442 0.396 -1.082 0.205 -1.699 1.436 0.440 0.136 -0.596 0.385 0.376 0.413 -0.701 -0.153 -0.516 0.548 -1.380 0.098 1.830 -0.107 -0.545 0.423 0.391 0.311 -0.558 0.565 -1.518 0.324 -1.218 0.627 -0.533 0.120 -0.478 0.407 0.001 0.320 -0.323 0.310 0.388 0.417 -1.517 1.072 0.040 0.062 -0.528 0.411 0.256 0.418 -0.832 0.415 -0.248 0.531 -1.497 1.276 0.848 -0.202 -0.562 0.400 0.289 0.369 -0.430 -0.201 0.602 -0.690 -1.388

---

Record 3
# C48H78O19

C48H78O19 in the gas phase (ωB97M-V with the def2-TZVPD basis set, the Open Molecules 2025 dataset).

Values from the calculation:
spin multiplicity: 1
LUMO: 0.33 eV
HOMO level: -8.582 eV
charge: 0

Geometry (Å):
C -7.408 -2.637 2.612
H -8.239 -2.260 3.205
H -7.518 -3.716 2.518
H -6.484 -2.429 3.148
C -7.388 -1.972 1.238
C -7.377 -0.447 1.401
C -6.926 0.230 0.114
H -7.065 1.311 0.175
H -7.533 -0.132 -0.717
C -5.441 -0.075 -0.159
C -4.611 0.963 0.585
O -3.928 0.752 1.549
O -4.742 2.199 0.040
C -3.796 3.147 0.445
O -2.713 3.017 -0.459
C -1.593 3.773 -0.051
C -0.477 3.505 -1.070
H -0.435 2.433 -1.290
O 0.776 3.964 -0.599
C 1.456 3.011 0.177
O 1.906 1.943 -0.601
C 2.882 2.299 -1.568
C 4.121 2.898 -0.882
C 3.697 4.139 -0.077
C 2.601 3.717 0.914
H 3.045 2.990 1.613
O 2.077 4.816 1.609
H 2.810 5.425 1.773
O 4.778 4.708 0.614
H 5.241 3.996 1.084
H 3.307 4.916 -0.742
H 4.862 3.178 -1.640
O 4.682 1.990 0.059
C 5.957 1.509 -0.169
O 5.895 0.502 -1.151
C 7.088 -0.240 -1.344
C 6.828 -1.227 -2.473
H 6.548 -0.696 -3.379
H 7.723 -1.812 -2.661
H 6.016 -1.891 -2.193
C 7.472 -0.950 -0.038
O 6.523 -1.885 0.387
H 5.614 -1.574 0.164
C 7.688 0.106 1.065
O 7.954 -0.517 2.296
H 7.460 -1.352 2.290
H 8.551 0.740 0.830
C 6.438 0.989 1.191
O 6.685 2.115 1.998
H 7.182 1.809 2.769
H 5.617 0.393 1.618
H 8.410 -1.502 -0.182
H 7.905 0.452 -1.612
H 6.646 2.311 -0.509
H 2.479 3.069 -2.242
C 3.188 1.017 -2.363
O 4.224 1.199 -3.288
H 5.048 1.023 -2.810
H 2.293 0.742 -2.927
H 3.431 0.225 -1.649
H 0.777 2.558 0.913
H -0.680 4.049 -1.996
C -1.913 5.275 0.038
O -0.893 5.969 0.713
H -0.032 5.589 0.479
C -3.215 5.507 0.839
O -2.997 5.255 2.200
H -2.147 5.669 2.414
C -4.340 4.573 0.344
O -4.729 4.868 -0.966
H -4.186 4.331 -1.560
H -5.212 4.694 0.993
H -3.531 6.551 0.688
H -2.049 5.677 -0.979
H -1.273 3.436 0.949
H -3.465 2.941 1.476
C -5.046 -1.455 0.387
C -3.760 -2.000 -0.208
C -3.163 -3.003 0.423
C -1.851 -3.609 0.052
H -1.348 -3.793 1.003
H -2.034 -4.595 -0.389
C -0.939 -2.793 -0.898
H -0.943 -3.302 -1.866
C -1.512 -1.364 -1.138
C -0.836 -0.663 -2.326
H 0.179 -0.382 -2.088
H -1.361 0.254 -2.574
H -0.818 -1.291 -3.212
C -1.264 -0.515 0.118
C 0.189 -0.540 0.586
H 0.838 -0.055 -0.139
H 0.242 0.047 1.503
C 0.650 -1.971 0.867
H -0.100 -2.397 1.545
C 0.560 -2.828 -0.417
C 1.492 -2.393 -1.562
H 1.841 -1.375 -1.450
H 2.363 -3.035 -1.607
H 0.991 -2.490 -2.520
C 0.962 -4.286 -0.095
H 0.218 -4.785 0.521
C 2.279 -4.435 0.668
C 2.331 -3.531 1.913
O 3.630 -3.721 2.443
H 3.704 -3.249 3.278
H 1.585 -3.938 2.616
C 1.963 -2.036 1.697
C 1.655 -1.475 3.105
H 1.541 -0.395 3.078
H 0.740 -1.906 3.504
H 2.463 -1.694 3.802
C 3.151 -1.181 1.204
H 3.893 -1.173 2.021
O 3.812 -1.554 0.022
H 3.669 -2.511 -0.126
H 2.811 -0.152 1.056
O 3.417 -4.236 -0.151
H 4.190 -4.387 0.412
H 2.326 -5.472 1.041
H 1.044 -4.846 -1.028
H -1.899 -0.868 0.931
H -1.541 0.522 -0.075
C -3.063 -1.462 -1.441
C -3.627 -0.099 -1.886
H -3.129 0.714 -1.360
H -3.440 0.031 -2.954
C -5.124 0.043 -1.650
H -5.670 -0.724 -2.197
H -5.454 1.019 -2.010
C -3.330 -2.452 -2.593
H -2.685 -2.247 -3.442
H -3.182 -3.481 -2.279
H -4.358 -2.351 -2.933
H -3.612 -3.433 1.310
H -4.821 -1.301 1.449
C -6.198 -2.483 0.389
C -6.655 -2.945 -0.993
H -7.357 -3.771 -0.884
H -5.805 -3.302 -1.567
H -7.156 -2.157 -1.548
H -5.799 -3.374 0.883
H -6.703 -0.160 2.211
H -8.378 -0.106 1.670
H -8.312 -2.246 0.717

Here are the Mulliken charges for atoms 1 to 99, given in e: -1.755 0.469 0.411 0.299 0.473 -1.487 -1.208 0.528 0.444 2.139 -0.681 -0.640 -0.277 -0.986 0.010 0.193 -0.419 -0.103 -0.554 -0.065 0.561 0.163 -0.614 -0.865 -0.139 -0.039 -0.564 0.511 -0.763 0.397 0.635 0.461 0.374 -0.843 0.016 -0.034 -1.481 0.451 0.482 0.074 -0.297 -0.624 0.245 -0.328 -0.645 0.424 0.506 1.326 -0.558 0.468 -0.902 0.519 0.549 0.463 0.342 -0.178 -0.825 0.383 0.403 0.126 0.141 0.510 -0.047 -0.685 0.416 -0.349 -0.596 0.442 0.023 -0.672 0.444 0.548 0.377 0.283 0.275 0.884 -0.642 -0.976 -1.471 -2.031 0.585 0.205 -0.475 1.483 2.614 -1.594 -0.389 0.464 0.269 0.093 -0.868 -1.191 1.401 0.005 1.070 1.300 -1.799 -0.119 0.772

---

What is the HOMO level in the first record?
-7.722 eV